Formula: C68H187N17O17
Source: the Open Molecules 2025 dataset
Level of theory: the ωB97M-V functional and the def2-TZVPD basis

The calculation puts the maximum force at 2.82 eV/A. The net charge is 0.

Last column: Mulliken charge in e.
Cartesian coordinates (Å):
C1 -23.02 -13.52 -12.09  1.3146
C2 -22.56 -13.54 -13.55  0.4130
C3 -21.08 -13.71 -13.87  -0.5582
O1 -20.92 -13.43 -15.29  -0.3733
C4 -19.62 -13.76 -15.89  -0.7880
N1 -23.31 -14.60 -14.19  -0.5986
H1 -22.71 -12.58 -11.62  -0.1360
H2 -22.42 -14.27 -11.57  -0.4626
H3 -24.08 -13.78 -12.02  -0.5432
H4 -22.83 -12.60 -14.03  0.1974
H5 -20.76 -14.73 -13.65  0.1205
H6 -20.44 -13.04 -13.30  0.3223
H7 -18.84 -13.10 -15.51  0.3094
H8 -19.58 -13.55 -16.96  0.2823
H9 -19.28 -14.76 -15.64  0.2949
H10 -23.03 -14.55 -15.17  0.3534
H11 -24.22 -14.17 -14.18  -0.0930
C5 -24.72 -22.32 -5.33  -1.6043
C6 -25.13 -20.87 -5.32  0.9982
C7 -26.07 -20.64 -6.46  -0.2018
O2 -26.89 -19.50 -6.30  -0.6446
C8 -27.74 -19.16 -7.39  -0.0211
N2 -25.76 -20.56 -4.04  -0.7709
H12 -24.07 -22.64 -4.52  0.4063
H13 -24.08 -22.38 -6.21  0.3039
H14 -25.53 -23.04 -5.48  0.3658
H15 -24.28 -20.20 -5.49  -0.2027
H16 -26.78 -21.46 -6.57  0.7520
H17 -25.55 -20.65 -7.43  -0.4767
H18 -28.31 -18.27 -7.10  -0.2532
H19 -28.39 -19.97 -7.72  0.5696
H20 -27.14 -18.81 -8.23  -0.0939
H21 -26.20 -19.65 -4.06  0.1720
H22 -26.60 -21.13 -3.97  0.3632
C9 -17.87 -15.36 -11.50  -1.5694
C10 -19.00 -16.33 -11.38  0.6695
C11 -18.56 -17.66 -10.65  -0.5791
O3 -17.44 -18.18 -11.29  -0.4185
C12 -17.01 -19.35 -10.58  -0.5983
N3 -20.03 -15.64 -10.65  0.4547
H23 -17.13 -15.79 -12.17  0.4240
H24 -17.47 -14.89 -10.60  0.2891
H25 -18.27 -14.49 -12.03  0.3564
H26 -19.35 -16.62 -12.37  0.3300
H27 -19.41 -18.34 -10.59  0.1803
H28 -18.32 -17.42 -9.62  0.3331
H29 -16.73 -18.99 -9.59  0.3266
H30 -16.17 -19.75 -11.16  0.2829
H31 -17.77 -20.14 -10.52  0.1606
H32 -19.69 -15.07 -9.89  -0.0816
H33 -20.73 -16.29 -10.32  -0.3740
C13 -27.60 -15.64 -13.27  1.5778
C14 -27.54 -16.38 -14.60  -0.2510
C15 -27.35 -15.52 -15.92  -0.7006
O4 -27.41 -16.42 -17.09  -0.3855
C16 -27.23 -15.67 -18.27  -0.7333
N4 -26.41 -17.29 -14.45  -0.5128
H34 -26.62 -15.20 -13.08  -0.4976
H35 -27.89 -16.39 -12.53  -0.1823
H36 -28.35 -14.86 -13.13  -0.6888
H37 -28.40 -17.05 -14.61  0.2509
H38 -26.40 -14.99 -15.85  0.2998
H39 -28.19 -14.84 -15.95  0.4845
H40 -28.10 -15.03 -18.34  0.3124
H41 -27.31 -16.36 -19.11  0.2546
H42 -26.29 -15.12 -18.34  0.2808
H43 -26.14 -17.66 -15.35  0.2921
H44 -25.58 -16.81 -14.13  0.0790
C17 -21.37 -15.55 -5.21  -1.1565
C18 -20.84 -14.64 -6.27  0.3904
C19 -20.01 -15.31 -7.38  0.3756
O5 -19.65 -14.36 -8.41  -0.0283
C20 -18.77 -13.25 -8.12  -1.0415
N5 -21.89 -13.79 -6.80  1.0933
H45 -21.95 -15.00 -4.47  -0.0734
H46 -20.59 -16.09 -4.67  0.6021
H47 -22.02 -16.31 -5.64  -0.0624
H48 -20.10 -13.98 -5.81  0.2088
H49 -20.64 -16.02 -7.92  -1.0380
H50 -19.13 -15.79 -6.94  0.5969
H51 -17.88 -13.63 -7.62  0.3970
H52 -19.31 -12.59 -7.45  0.1885
H53 -18.60 -12.66 -9.03  0.2989
H54 -21.52 -13.36 -7.64  -0.4090
H55 -22.68 -14.37 -7.05  -0.7322
C21 -23.32 -13.08 -2.26  -1.6929
C22 -24.66 -13.41 -2.98  1.3407
C23 -25.94 -12.87 -2.28  -0.7780
O6 -26.09 -13.56 -1.07  -0.3859
C24 -27.07 -12.95 -0.25  -0.7989
N6 -24.69 -12.95 -4.37  1.3617
H56 -22.49 -13.18 -2.96  0.3548
H57 -23.09 -13.83 -1.50  0.4303
H58 -23.20 -12.09 -1.83  0.3576
H59 -24.76 -14.49 -2.98  0.0210
H60 -26.83 -12.88 -2.90  0.2608
H61 -25.72 -11.84 -2.01  0.6517
H62 -27.20 -13.59 0.62  0.2761
H63 -28.04 -12.97 -0.76  0.3019
H64 -26.79 -11.93 -0.02  0.3102
H65 -23.95 -13.33 -4.95  -0.2016
H66 -25.44 -13.50 -4.76  -0.7297
C25 -23.55 -10.11 -6.39  -0.7443
C26 -22.96 -9.81 -4.98  0.9075
C27 -22.37 -8.37 -4.88  -1.2473
O7 -21.36 -8.20 -5.82  -0.1462
C28 -20.77 -6.90 -5.70  -0.8433
N7 -24.05 -9.99 -4.02  -0.8127
H67 -22.80 -10.08 -7.19  -0.4601
H68 -24.32 -9.37 -6.62  0.5923
H69 -23.91 -11.13 -6.42  0.1393
H70 -22.21 -10.57 -4.72  0.4027
H71 -22.01 -8.20 -3.87  0.4780
H72 -23.22 -7.71 -5.03  0.3146
H73 -21.47 -6.09 -5.90  0.2839
H74 -19.91 -6.81 -6.37  0.2770
H75 -20.40 -6.89 -4.68  0.3553
H76 -24.94 -9.79 -4.45  0.3375
H77 -24.20 -10.97 -3.86  -0.2193
C29 -25.04 -13.25 -8.31  1.0999
C30 -24.98 -14.78 -8.80  2.6984
C31 -25.92 -15.17 -9.97  -1.1545
O8 -27.36 -14.97 -9.79  1.3794
C32 -28.00 -15.92 -8.93  -0.4198
N8 -23.56 -15.04 -9.19  1.8469
H78 -24.36 -13.00 -7.50  -1.0404
H79 -26.04 -13.19 -7.86  -0.6771
H80 -24.90 -12.58 -9.16  0.1621
H81 -25.08 -15.59 -8.08  -0.5269
H82 -25.63 -16.15 -10.35  0.1474
H83 -25.78 -14.41 -10.74  -1.2017
H84 -28.47 -15.44 -8.07  -0.0141
H85 -27.31 -16.64 -8.48  -0.2378
H86 -28.73 -16.52 -9.48  -0.0814
H87 -23.50 -15.84 -9.81  -0.4817
H88 -23.21 -14.23 -9.68  -1.1598
C33 -22.92 -18.63 -7.85  -1.2847
C34 -22.25 -18.65 -9.17  1.5556
C35 -22.00 -20.02 -9.83  -0.4736
O9 -20.95 -20.72 -9.17  -0.4495
C36 -20.79 -22.11 -9.54  -0.8300
N9 -23.01 -17.78 -10.04  0.2074
H89 -22.33 -19.01 -7.01  0.8114
H90 -23.90 -19.11 -7.83  -0.2529
H91 -23.05 -17.57 -7.62  -0.4863
H92 -21.28 -18.19 -8.95  -0.0131
H93 -21.65 -19.90 -10.85  0.6532
H94 -22.85 -20.70 -9.73  -0.3298
H95 -21.56 -22.73 -9.09  0.2749
H96 -19.88 -22.48 -9.07  0.2869
H97 -20.69 -22.27 -10.61  0.3417
H98 -22.60 -17.77 -10.96  0.2868
H99 -23.91 -18.22 -10.12  -0.6232
C37 -17.56 -9.32 -8.83  -1.3713
C38 -18.92 -8.88 -8.15  0.5350
C39 -20.27 -9.27 -8.98  -0.6586
O10 -20.23 -10.70 -9.01  0.2369
C40 -21.19 -11.16 -9.99  -1.3398
N10 -18.99 -9.62 -6.95  -0.7841
H100 -17.47 -8.90 -9.84  0.3298
H101 -17.44 -10.40 -8.87  0.1341
H102 -16.82 -8.83 -8.20  0.4435
H103 -19.03 -7.87 -7.76  0.2313
H104 -20.27 -8.86 -9.99  0.5269
H105 -21.14 -8.95 -8.40  0.1661
H106 -22.18 -10.70 -9.99  0.5950
H107 -21.32 -12.23 -9.88  -0.1449
H108 -20.76 -11.07 -10.99  0.5962
H109 -19.69 -9.20 -6.35  0.5752
H110 -19.49 -10.42 -7.32  -0.1109
C41 -26.98 -12.11 -12.46  0.2738
C42 -26.72 -10.61 -12.66  1.9718
C43 -25.24 -10.23 -12.42  -1.5661
O11 -24.87 -10.52 -11.09  0.5031
C44 -25.22 -9.47 -10.21  -0.6569
N11 -27.17 -10.31 -14.03  -0.8480
H111 -28.03 -12.42 -12.50  -0.6714
H112 -26.50 -12.45 -11.55  -1.0228
H113 -26.43 -12.72 -13.18  0.5589
H114 -27.42 -10.06 -12.04  -0.2246
H115 -25.10 -9.16 -12.61  0.3995
H116 -24.52 -10.66 -13.11  0.1862
H117 -24.55 -8.64 -10.39  0.4105
H118 -25.01 -9.69 -9.16  -0.0768
H119 -26.24 -9.08 -10.29  0.1610
H120 -28.16 -10.44 -14.11  0.1273
H121 -27.12 -9.30 -14.10  0.3717
C45 -25.54 -17.06 -5.68  0.1589
C46 -26.51 -16.76 -4.53  0.2148
C47 -27.56 -15.71 -4.97  0.0040
O12 -26.85 -14.49 -5.35  0.2474
C48 -27.80 -13.41 -5.54  -1.1581
N12 -26.97 -18.01 -4.00  -0.6719
H122 -24.87 -16.21 -5.82  0.3440
H123 -26.00 -17.34 -6.62  -0.6690
H124 -24.85 -17.88 -5.48  0.4086
H125 -25.85 -16.29 -3.80  -0.5725
H126 -28.19 -15.54 -4.10  0.4196
H127 -28.23 -16.09 -5.75  -0.7712
H128 -28.65 -13.72 -6.15  0.0801
H129 -27.40 -12.56 -6.09  0.3131
H130 -28.22 -13.13 -4.58  0.4805
H131 -27.86 -17.84 -3.56  0.3174
H132 -27.13 -18.62 -4.78  0.5575
C49 -30.00 -7.60 -8.41  -1.6206
C50 -29.63 -8.16 -9.76  0.5005
C51 -29.52 -9.68 -9.66  -0.1524
O13 -28.47 -9.98 -8.77  -0.4787
C52 -28.02 -11.32 -8.84  0.8494
N13 -30.72 -7.73 -10.62  -0.7358
H133 -30.90 -8.02 -7.96  0.3000
H134 -30.14 -6.52 -8.45  0.4742
H135 -29.26 -7.95 -7.69  0.3019
H136 -28.76 -7.58 -10.06  0.2140
H137 -29.41 -10.05 -10.68  -0.0796
H138 -30.46 -10.13 -9.33  0.5385
H139 -28.77 -12.10 -8.85  -0.1096
H140 -27.43 -11.47 -7.94  -0.2489
H141 -27.38 -11.46 -9.71  -0.3616
H142 -30.96 -6.76 -10.53  0.2647
H143 -31.62 -8.17 -10.46  0.2477
C53 -31.36 -15.11 -5.81  -0.7519
C54 -32.13 -16.39 -5.35  0.5428
C55 -31.71 -17.78 -5.93  -0.5584
O14 -32.02 -17.88 -7.32  -0.4423
C56 -31.52 -19.13 -7.90  -0.1785
N14 -32.27 -16.38 -3.90  -0.8035
H144 -30.31 -15.35 -6.00  -0.1444
H145 -31.38 -14.37 -5.02  0.4520
H146 -31.65 -14.71 -6.78  0.2315
H147 -33.17 -16.29 -5.68  0.2411
H148 -32.28 -18.50 -5.34  0.4076
H149 -30.64 -17.95 -5.78  -0.0150
H150 -30.45 -19.26 -7.73  -0.2378
H151 -31.71 -19.15 -8.97  0.1989
H152 -32.08 -19.87 -7.33  0.3957
H153 -32.87 -17.16 -3.68  0.2885
H154 -32.87 -15.62 -3.63  0.2663
C57 -26.09 -20.59 -13.72  -1.5803
C58 -26.98 -20.20 -12.55  0.1085
C59 -26.29 -19.44 -11.40  -0.4324
O15 -25.38 -20.19 -10.59  0.1234
C60 -25.76 -21.53 -10.19  -0.9664
N15 -27.94 -19.28 -13.10  -0.1233
H155 -25.36 -21.25 -13.25  0.4060
H156 -25.48 -19.72 -13.97  0.2651
H157 -26.61 -21.00 -14.58  0.3703
H158 -27.41 -21.15 -12.22  0.6634
H159 -27.01 -18.95 -10.75  -0.0228
H160 -25.72 -18.61 -11.81  0.1297
H161 -26.76 -21.57 -9.77  0.3974
H162 -25.08 -21.79 -9.38  0.1133
H163 -25.56 -22.30 -10.94  0.3406
H164 -28.52 -19.81 -13.74  0.3560
H165 -27.40 -18.58 -13.60  0.0393
C61 -33.25 -15.02 -9.89  -0.3375
C62 -33.47 -16.44 -10.49  -0.0193
C63 -32.15 -16.94 -11.13  0.3631
O16 -32.20 -18.29 -11.63  -0.5748
C64 -30.95 -18.76 -12.14  -0.5223
N16 -33.89 -17.37 -9.43  -0.5273
H166 -32.46 -15.02 -9.15  -0.1668
H167 -34.15 -14.56 -9.47  0.4872
H168 -32.97 -14.27 -10.63  -0.1729
H169 -34.28 -16.51 -11.22  0.4499
H170 -31.36 -16.89 -10.38  -0.5281
H171 -31.84 -16.28 -11.95  0.5302
H172 -30.60 -18.16 -12.98  0.2899
H173 -31.04 -19.76 -12.58  0.3664
H174 -30.26 -18.94 -11.32  0.1154
H175 -33.22 -17.35 -8.67  0.3059
H176 -34.81 -17.07 -9.12  0.2998
C65 -30.56 -12.16 -14.62  -0.8408
C66 -31.64 -12.12 -13.56  0.2142
C67 -31.01 -12.34 -12.16  0.6477
O17 -30.84 -13.77 -11.96  -0.2007
C68 -29.97 -14.04 -10.84  0.1511
N17 -32.46 -10.98 -13.69  -0.7505
H177 -29.90 -13.02 -14.53  0.0368
H178 -29.95 -11.25 -14.62  0.0328
H179 -31.01 -12.06 -15.61  0.4546
H180 -32.26 -13.01 -13.70  0.2383
H181 -31.60 -11.93 -11.35  0.3323
H182 -30.00 -11.92 -12.21  -0.7755
H183 -30.19 -13.50 -9.91  0.4705
H184 -28.94 -13.80 -11.09  0.2224
H185 -30.04 -15.11 -10.68  -0.7850
H186 -33.19 -10.93 -13.00  0.3047
H187 -32.07 -10.06 -13.55  0.2405

***

Formula: C22H52F3Li2N3O4
Source: the Open Molecules 2025 dataset
Level of theory: the ωB97M-V functional and the def2-TZVPD basis

The calculation puts the maximum force at 1.15 eV/A. The net charge is 0.

Last column: Mulliken charge in e.
Cartesian coordinates (Å):
Li1 -0.30 -0.39 -2.13  0.5450
Li2 -2.28 0.92 -1.20  0.5186
O1 -0.87 0.02 -0.33  -0.2763
H1 -0.45 0.07 0.53  -0.4700
O2 -1.55 0.83 -2.99  -0.7252
H2 -1.67 0.80 -3.94  -0.0836
C1 3.67 -1.51 -1.55  -1.0900
C2 2.19 -1.12 -1.56  0.1408
N1 1.64 -0.62 -2.84  1.0474
C3 1.73 -1.62 -3.91  -0.7928
C4 0.79 -1.34 -5.08  -1.2333
C5 2.26 0.65 -3.21  -0.6461
C6 1.84 1.80 -2.31  -0.7861
H3 3.91 -1.99 -0.60  0.1294
H4 4.31 -0.63 -1.62  0.2454
H5 3.91 -2.20 -2.36  0.3899
H6 1.58 -1.98 -1.28  0.2762
H7 1.99 -0.37 -0.80  -0.3589
H8 2.76 -1.75 -4.27  0.3505
H9 1.44 -2.59 -3.49  0.3510
H10 -0.25 -1.50 -4.79  0.2805
H11 0.85 -0.30 -5.42  0.2911
H12 1.04 -1.96 -5.93  0.3836
H13 1.96 0.90 -4.23  0.4082
H14 3.36 0.54 -3.28  0.3010
H15 2.24 1.74 -1.30  -0.0488
H16 0.75 1.83 -2.26  0.0440
H17 2.18 2.75 -2.73  0.5089
C7 2.64 -3.35 1.68  -1.3783
C8 1.93 -2.53 2.74  -0.0793
N2 0.56 -2.98 2.95  0.2866
C9 -0.36 -2.68 1.88  1.0562
C10 -1.60 -3.55 1.89  -1.8347
C11 0.04 -2.73 4.28  -0.8334
C12 -0.27 -1.26 4.59  -0.6289
H18 3.69 -3.03 1.56  0.4001
H19 2.17 -3.26 0.70  0.1266
H20 2.69 -4.40 1.95  0.3401
H21 2.46 -2.65 3.69  0.4640
H22 2.00 -1.46 2.49  -0.0300
H23 -0.68 -1.62 1.83  -0.4203
H24 0.14 -2.84 0.92  -0.1848
H25 -2.18 -3.39 0.98  0.4414
H26 -1.34 -4.61 1.94  0.3887
H27 -2.25 -3.32 2.73  0.3798
H28 0.81 -3.04 4.99  0.4443
H29 -0.82 -3.36 4.46  0.3974
H30 0.63 -0.66 4.44  0.0723
H31 -0.54 -1.14 5.64  0.4865
H32 -1.07 -0.85 3.98  0.0817
C13 -3.54 1.16 1.86  -0.9619
C14 -4.52 1.53 0.76  -0.8002
N3 -3.87 2.01 -0.44  1.1152
C15 -3.38 3.38 -0.25  -0.8048
C16 -2.27 3.79 -1.21  -1.1743
C17 -4.77 1.97 -1.62  -0.4861
C18 -5.07 0.56 -2.10  -1.2553
H33 -2.84 1.96 2.12  0.2614
H34 -2.99 0.25 1.61  0.0632
H35 -4.09 0.95 2.79  0.4669
H36 -5.09 0.63 0.52  0.2719
H37 -5.27 2.26 1.12  0.3033
H38 -2.99 3.46 0.77  0.4171
H39 -4.22 4.09 -0.32  0.3354
H40 -1.47 3.06 -1.24  0.0828
H41 -1.84 4.73 -0.83  0.4338
H42 -2.65 4.00 -2.21  0.3929
H43 -5.71 2.50 -1.37  0.3709
H44 -4.27 2.51 -2.42  0.2216
H45 -5.61 -0.01 -1.34  0.3671
H46 -5.67 0.58 -3.01  0.3967
H47 -4.14 0.03 -2.31  0.2267
C19 0.56 2.11 2.03  -1.4270
C20 1.66 1.09 1.93  0.6397
O3 2.79 1.71 1.31  -0.3353
C21 3.93 1.09 1.47  0.4875
O4 4.13 0.04 1.98  -0.5135
C22 5.08 1.88 0.81  0.7805
F1 5.39 1.32 -0.37  -0.2186
F2 4.77 3.16 0.60  -0.2579
F3 6.16 1.83 1.60  -0.2598
H48 0.97 3.10 2.27  0.4614
H49 -0.16 1.89 2.82  0.2825
H50 0.08 2.23 1.06  0.1472
H51 1.33 0.26 1.29  -0.3240
H52 1.93 0.63 2.88  0.6165

***

Formula: C9H12O4
Source: the Open Molecules 2025 dataset
Level of theory: the ωB97M-V functional and the def2-TZVPD basis

The calculation puts the maximum force at 8.40 eV/A. The net charge is 0.

Last column: natural (NBO) charge in e.
Cartesian coordinates (Å):
C1 -3.14 1.94 0.10  -0.2855
C2 -0.87 1.44 -0.25  0.3262
C3 0.23 1.42 -1.18  -0.2967
C4 1.22 0.39 -1.03  0.2695
C5 3.63 0.00 -1.87  -0.2764
C6 0.97 -0.62 -0.28  0.1603
C7 -0.19 -0.86 0.45  0.2728
C8 -1.02 -2.21 2.14  -0.2500
C9 -1.26 0.12 0.45  -0.4012
H1 -3.43 2.18 1.25  0.2186
H2 -4.28 2.50 -0.50  0.1793
H3 -3.28 0.98 -0.38  0.2078
H4 0.36 2.38 -1.84  0.2516
H5 4.29 0.49 -2.80  0.2082
H6 4.55 0.33 -0.91  0.1520
H7 3.55 -1.17 -1.81  0.2288
H8 1.91 -1.95 1.03  0.4758
H9 -1.02 -3.31 2.28  0.2045
H10 -0.44 -1.64 3.31  0.1677
H11 -2.18 -1.78 1.88  0.1888
H12 -1.99 -0.20 1.20  0.2303
O1 -1.75 2.49 -0.24  -0.5160
O2 2.37 0.76 -1.82  -0.5242
O3 1.95 -1.57 -0.20  -0.6769
O4 -0.17 -2.12 1.03  -0.5152

***

Calculated E_HOMO in order - -8.41, -7.97, -8.04 eV
Calculated energy above the lowest of the compared OMol25 structures with the same formula, charge and spin in order - 132.2, 0.0, 221.0 kcal/mol
Calculated E_LUMO in order - 0.406, 0.409, 0.241 eV